Entry 1:
{
  "formula": "C6H12",
  "method": "ωB97M-V/def2-TZVPD",
  "lumo_ev": [4.3863, 4.1495],
  "s_squared": 0.7538,
  "orbital_gap_ev": [3.056, 6.808],
  "max_force_ev_per_a": 1.619,
  "charge": -1,
  "e_above_lowest_kj_mol": 82.43,
  "multiplicity": 2,
  "e_homo_ha": [0.049, -0.098],
  "symbols": ["C", "C", "C", "C", "C", "C", "H", "H", "H", "H", "H", "H", "H", "H", "H", "H", "H", "H"],
  "xyz": [[1.74162, -1.76810, 0.24560], [1.42186, -0.52691, 1.05310], [-0.03557, -0.11845, 1.29860], [-0.74817, 0.12156, -0.00604], [-1.12937, 1.37394, -0.49884], [-2.04113, 1.46790, -1.68304], [1.87143, -1.53106, -0.80652], [2.64962, -2.25074, 0.61871], [0.96873, -2.54217, 0.28816], [1.93425, -0.50383, 2.00644], [1.98007, 0.30072, 0.60593], [-0.47573, -0.96139, 1.86660], [-0.07599, 0.79365, 1.89495], [-0.55943, -0.68143, -0.73321], [-0.79804, 2.28919, -0.00849], [-1.71943, 0.81427, -2.50728], [-3.10313, 1.29367, -1.43844], [-1.88161, 2.42918, -2.19622]],
  "atomic_forces_ev_per_a": [[-0.224, -0.601, 0.110], [0.741, 1.352, 0.495], [0.107, -0.363, -1.366], [0.025, -0.277, 0.103], [0.259, -0.303, 0.060], [1.130, 0.696, -0.534], [0.031, 0.001, -0.121], [0.138, 0.106, -0.129], [-0.157, 0.151, 0.141], [0.154, -0.829, 0.825], [-0.400, 0.254, -0.549], [-0.151, 0.204, 0.156], [0.054, -0.035, 0.251], [-0.423, -0.058, 0.005], [-0.263, 0.079, 0.103], [-0.310, -0.590, 0.301], [-0.131, -0.048, -0.244], [-0.580, 0.260, 0.392]]
}

Entry 2:
{
  "formula": "C6H12",
  "method": "ωB97M-V/def2-TZVPD",
  "lumo_ev": 1.2066,
  "orbital_gap_ev": 9.643,
  "smiles": "CC1=CCCC1.[H][H]",
  "max_force_ev_per_a": 0.532,
  "e_above_lowest_kj_mol": 222.01,
  "e_homo_ha": -0.310,
  "symbols": ["C", "C", "C", "C", "C", "C", "H", "H", "H", "H", "H", "H", "H", "H", "H", "H", "H", "H"],
  "xyz": [[1.69838, -0.17529, 0.96250], [0.50707, 0.10127, 0.09387], [-0.16496, -0.69354, -0.75096], [-1.65028, -0.46233, -0.65446], [-1.75662, 0.66164, 0.40544], [-0.36524, 1.29691, 0.42358], [1.26173, -0.24258, 1.97096], [2.45145, 0.61892, 1.00263], [2.17914, -1.13599, 0.76828], [0.22580, -1.49750, -1.36477], [-2.06356, -1.40314, -0.26334], [-2.17821, -0.25789, -1.59275], [-1.91723, 0.20982, 1.39130], [-2.56976, 1.36458, 0.21604], [-0.25315, 2.04291, -0.37745], [-0.10525, 1.78738, 1.36680], [2.32753, -0.70845, -1.46890], [2.22077, -1.44110, -1.48440]],
  "atomic_forces_ev_per_a": [[0.100, -0.014, -0.016], [-0.181, -0.147, 0.037], [0.057, -0.075, 0.215], [-0.101, 0.014, -0.076], [-0.154, 0.024, 0.024], [-0.053, 0.066, 0.106], [0.234, 0.041, -0.079], [-0.090, -0.052, -0.143], [-0.051, 0.215, -0.092], [-0.037, -0.144, 0.511], [-0.173, 0.208, -0.172], [0.135, 0.146, 0.033], [-0.133, 0.048, -0.148], [0.053, -0.038, 0.002], [-0.019, -0.065, 0.206], [-0.120, -0.100, -0.028], [0.193, -0.138, -0.200], [0.342, 0.010, -0.181]]
}

Entry 3:
{
  "formula": "C6H12",
  "method": "ωB97M-V/def2-TZVPD",
  "lumo_ev": 0.5941,
  "orbital_gap_ev": 8.866,
  "max_force_ev_per_a": 0.242,
  "e_above_lowest_kj_mol": 531.97,
  "e_homo_ha": -0.304,
  "symbols": ["C", "C", "C", "C", "C", "C", "H", "H", "H", "H", "H", "H", "H", "H", "H", "H", "H", "H"],
  "xyz": [[0.33347, 1.58752, 1.00990], [-0.06591, 0.13257, 0.79325], [1.10035, -0.72263, 0.29458], [0.80158, -0.76829, -1.22578], [-0.73925, -0.64212, -1.40853], [-1.20589, -0.28887, -0.00577], [0.91305, 1.92789, 0.13712], [0.97634, 1.71754, 1.88763], [-0.54022, 2.23689, 1.11115], [-1.18055, 0.29515, 1.82216], [1.04011, -1.72982, 0.72338], [2.09974, -0.32684, 0.50744], [1.30824, 0.07102, -1.71374], [1.18087, -1.68724, -1.67995], [-0.97891, 0.14742, -2.13159], [-1.19481, -1.56440, -1.78704], [-1.90381, 0.57477, 1.25508], [-1.94440, -0.96056, 0.41071]],
  "atomic_forces_ev_per_a": [[-0.040, 0.014, 0.042], [0.026, 0.087, -0.219], [0.081, -0.050, 0.054], [0.090, 0.023, -0.098], [-0.058, -0.038, -0.054], [0.069, -0.184, -0.072], [-0.074, -0.074, 0.127], [-0.095, -0.088, -0.113], [0.102, -0.128, 0.019], [-0.129, 0.007, -0.060], [-0.001, 0.175, -0.057], [-0.188, 0.012, -0.038], [-0.081, -0.120, 0.074], [-0.059, 0.131, 0.075], [0.049, -0.107, 0.154], [0.071, 0.100, 0.080], [0.196, 0.008, 0.037], [0.039, 0.233, 0.051]]
}

Entry 4:
{
  "formula": "C6H12",
  "method": "ωB97M-V/def2-TZVPD",
  "lumo_ev": 0.6653,
  "orbital_gap_ev": 8.675,
  "max_force_ev_per_a": 0.354,
  "e_above_lowest_kj_mol": 355.40,
  "e_homo_ha": -0.294,
  "symbols": ["C", "C", "C", "C", "C", "C", "H", "H", "H", "H", "H", "H", "H", "H", "H", "H", "H", "H"],
  "xyz": [[2.00400, 0.39793, -0.74573], [0.85403, -0.51925, -0.87154], [0.08921, -0.99547, 1.19808], [-0.33829, -0.15637, -0.05154], [-0.59111, 1.31468, 0.31550], [-1.61314, -0.76817, -0.64995], [2.06860, 1.10771, 0.09359], [2.97109, -0.08753, -0.91244], [1.81237, 0.99674, -1.65844], [0.46290, -1.97672, 0.87687], [0.87766, -0.48869, 1.77146], [-0.78733, -1.14924, 1.84395], [-0.76358, 1.91267, -0.58918], [0.24303, 1.76381, 0.86300], [-1.48573, 1.40743, 0.94267], [-1.44773, -1.81830, -0.90824], [-1.89913, -0.24077, -1.56768], [-2.45684, -0.70044, 0.04962]],
  "atomic_forces_ev_per_a": [[0.017, -0.064, 0.062], [0.014, 0.321, 0.149], [0.069, 0.056, 0.107], [-0.056, -0.106, -0.108], [0.088, 0.039, 0.009], [-0.064, -0.031, -0.027], [-0.090, -0.159, -0.080], [-0.194, 0.058, -0.046], [0.049, -0.006, 0.010], [-0.095, 0.115, 0.178], [-0.228, -0.123, -0.141], [0.214, 0.075, -0.222], [0.027, -0.121, 0.147], [-0.127, -0.069, -0.066], [0.142, -0.069, -0.085], [0.004, 0.146, 0.047], [0.071, -0.070, 0.128], [0.158, 0.007, -0.063]]
}